# 1
81
Properties=species:S:1:pos:R:3 method="wB97M-V/def2-TZVPD" homo_energy_ev="-7.7 / -7.6" de_lowest_kcal_mol=0.0 orbital_gap_ev="7.6 / 6.8" e_tot_ev=-240389.6698 multiplicity=8 largest_force_ev_per_a=1.7
Gd -0.29026 -0.11574 0.26679
Br -3.47992 -2.97271 3.22053
C -3.15438 -1.12332 3.41914
C -3.58614 -0.47733 4.59463
C -3.36181 0.84787 4.77760
Br -3.96596 1.66364 6.37695
C -2.70506 1.60953 3.78065
C -2.45775 2.99919 3.84804
C -1.87262 3.64282 2.79646
C -1.49777 2.90149 1.66551
N -1.67577 1.60805 1.57667
C -2.28211 0.95303 2.60717
C -2.48269 -0.46274 2.41220
O -2.04684 -1.03778 1.32634
H -4.10316 -1.04827 5.35292
H -2.74673 3.54441 4.73579
H -1.68502 4.70818 2.82576
H -1.03834 3.38181 0.80821
O 1.55857 1.01676 -5.36610
C 2.62577 0.61512 -4.69396
O 3.66420 0.34164 -5.25020
C 2.50104 0.44574 -3.21470
C 3.53135 -0.08282 -2.47691
N 3.11494 -0.14075 -1.20543
N 1.88973 0.33922 -1.04305
C 1.48836 0.70946 -2.25129
C 0.08489 1.26015 -2.38697
O -0.35681 1.48083 -3.51640
O -0.55189 1.42379 -1.28459
H 0.76928 1.11748 -4.75213
H 4.50921 -0.41583 -2.79569
H 3.61344 -0.47202 -0.39180
O -0.01513 -1.76536 -1.25168
P -0.84873 -2.52774 -2.28083
C 0.12672 -2.93097 -3.70792
C 0.35874 -1.95170 -4.67907
C 1.25751 -2.19952 -5.70610
C 1.91329 -3.42444 -5.77046
C 1.68095 -4.40258 -4.80976
C 0.79032 -4.15896 -3.77372
C -1.49062 -4.03986 -1.57885
C -2.15796 -4.96893 -2.38186
C -2.71071 -6.10409 -1.81154
C -2.60611 -6.31050 -0.43840
C -1.95356 -5.38371 0.36256
C -1.39180 -4.24270 -0.20416
C -2.23316 -1.52410 -2.80324
C -2.75082 -1.56450 -4.09698
C -3.78182 -0.70802 -4.45313
C -4.29243 0.19142 -3.52384
C -3.79472 0.22111 -2.22846
C -2.77635 -0.64375 -1.86654
H -0.13567 -0.98648 -4.61751
H 1.46203 -1.42593 -6.43750
H 2.62064 -3.61241 -6.57189
H 2.19988 -5.35251 -4.86314
H 0.61678 -4.91511 -3.01510
H -2.24007 -4.80641 -3.45394
H -3.22345 -6.82862 -2.43399
H -3.04486 -7.19800 0.00788
H -1.88432 -5.53867 1.43365
H -0.89711 -3.51480 0.42079
H -2.33745 -2.24600 -4.83273
H -4.17574 -0.73051 -5.46236
H -5.08035 0.87750 -3.81507
H -4.19363 0.91574 -1.49924
H -2.44012 -0.66051 -0.84213
Cl 1.47120 1.88989 1.66265
C 2.76877 0.75409 1.95041
C 4.07138 1.21876 1.90808
C 5.11428 0.31219 2.02757
C 4.81586 -1.03914 2.18881
C 3.49492 -1.47109 2.24804
C 2.41449 -0.58275 2.14124
C 1.01319 -1.02581 2.18101
H 4.26240 2.27702 1.75613
H 6.14157 0.65714 1.99374
H 5.61994 -1.76267 2.27880
H 3.27571 -2.52686 2.38049
H 0.44716 -0.44102 2.91130
H 0.93050 -2.07619 2.42912

***

# 2
85
Properties=species:S:1:pos:R:3 method="wB97M-V/def2-TZVPD" charge=-2 homo_energy_ev=-2.8 de_lowest_kcal_mol=0.0 orbital_gap_ev=6.4 e_tot_ev=-206054.4782 largest_force_ev_per_a=0.1
Rb 0.41772 -0.43384 -0.32980
Cl 3.09605 1.03852 1.50117
C 2.23116 0.44372 2.94454
C 1.23608 -0.48836 2.76545
C 0.60662 -0.88184 3.92551
Cl -0.72162 -2.04830 3.81121
C 0.92601 -0.40391 5.19313
Cl 0.07769 -0.92253 6.61809
C 1.94584 0.53930 5.31361
Cl 2.37727 1.16724 6.87065
C 2.61189 0.97856 4.17146
Cl 3.86408 2.17521 4.31685
C 0.70167 4.13823 3.26670
C 0.64686 3.93083 1.89616
C -0.10414 2.88221 1.38429
C -0.82232 2.07252 2.25389
C -0.77918 2.27575 3.63008
C -0.00679 3.30788 4.13146
N -1.48287 0.96583 1.64821
N -2.37795 0.45064 2.32690
C -2.92968 -0.73857 1.73868
C -4.09094 -1.22174 2.32419
C -4.61912 -2.40556 1.83618
C -3.96357 -3.05439 0.80310
C -2.80415 -2.48614 0.28635
N -2.30091 -1.34534 0.74632
H 1.31968 4.93146 3.66909
H 1.21377 4.56387 1.22475
H -0.12607 2.66344 0.32045
H -1.30278 1.59177 4.28399
H 0.07500 3.44640 5.20294
H -4.53208 -0.68081 3.14976
H -5.51986 -2.82335 2.26951
H -4.32266 -3.99489 0.40714
H -2.23683 -2.96328 -0.50701
I -0.21283 -2.24675 -5.76351
C -0.52009 -1.30976 -3.88235
I -2.56085 -0.94982 -3.42723
H -0.03454 -0.33414 -3.91858
H -0.15512 -1.98897 -3.11520
Br 1.95881 6.48724 -6.08878
C 1.28807 5.69779 -4.48937
C 1.01976 6.51157 -3.40240
N 0.54687 6.02777 -2.25799
C 0.33958 4.71183 -2.18188
C 0.58566 3.82250 -3.22143
C 1.07262 4.33605 -4.41345
C 0.34223 2.31233 -3.07714
O 0.56104 1.63675 -4.09992
O -0.03230 1.92716 -1.94831
H 1.19129 7.58073 -3.45965
H -0.05009 4.32762 -1.24751
H 1.26565 3.65744 -5.23345
C 5.20730 -1.48821 4.67798
C 4.04665 -2.44380 4.55860
C 3.38280 -2.84919 5.71515
C 2.28732 -3.68974 5.62921
C 1.83681 -4.13696 4.39856
C 2.49231 -3.74831 3.22994
N 2.06625 -4.09065 1.95018
C 1.07948 -4.97470 1.56011
C 0.77676 -6.13576 2.28636
C -0.20281 -7.01305 1.85507
C -0.90722 -6.76826 0.68456
C -0.59320 -5.63652 -0.05384
C 0.38850 -4.74075 0.34683
C 0.68165 -3.55261 -0.56497
O 1.78535 -2.96348 -0.42430
O -0.20894 -3.23800 -1.38965
C 3.61809 -2.90232 3.31367
C 4.28617 -2.47716 2.03552
H 5.33359 -1.17523 5.71497
H 5.04858 -0.59064 4.07755
H 6.14446 -1.94265 4.34451
H 3.70794 -2.47109 6.67808
H 1.74422 -3.96743 6.52493
H 0.92933 -4.71821 4.34521
H 2.26608 -3.42551 1.19781
H 1.34011 -6.36167 3.18037
H -0.40847 -7.90226 2.44111
H -1.67837 -7.45020 0.34770
H -1.10929 -5.41019 -0.97854
H 4.51434 -3.34425 1.41035
H 5.20752 -1.92922 2.21761
H 3.62827 -1.83070 1.44765

***

# 3
83
Properties=species:S:1:pos:R:3 method="wB97M-V/def2-TZVPD" charge=-2 homo_energy_ev=-2.4 de_lowest_kcal_mol=4.1 orbital_gap_ev=6.0 e_tot_ev=-104648.9483 largest_force_ev_per_a=0.2
Rb 0.48945 0.54476 -0.56084
C 4.58687 3.16118 1.37486
C 4.12106 4.10074 2.29335
C 2.78295 4.13364 2.61653
C 1.91530 3.19812 2.02263
N 2.36371 2.31848 1.10890
C 3.66064 2.30259 0.80695
N 0.57360 3.21013 2.29737
C -0.03911 2.07566 2.45452
N -1.36115 1.90421 2.24258
C -1.65349 0.58823 2.39273
N -2.83460 0.10799 2.18547
C -3.03150 -1.21679 1.91439
C -4.09397 -1.90384 2.53746
C -4.32328 -3.22162 2.21912
C -3.51542 -3.84584 1.27039
C -2.51260 -3.08952 0.68853
N -2.26089 -1.81759 0.98978
C -0.44308 -0.15795 2.88692
C -0.26514 -1.44032 3.37744
C 0.97332 -1.76692 3.91377
C 1.99828 -0.82704 3.96457
C 1.80961 0.46096 3.48026
C 0.57616 0.77883 2.93574
H 5.62950 3.10971 1.09173
H 4.80681 4.80478 2.75228
H 2.37664 4.84621 3.32173
H 3.95100 1.56012 0.06986
H -4.70303 -1.37041 3.25445
H -5.13119 -3.76461 2.69714
H -3.67066 -4.87532 0.97560
H -1.87625 -3.52595 -0.07632
H -1.06101 -2.17214 3.34862
H 1.14734 -2.76809 4.29059
H 2.95958 -1.10668 4.37881
H 2.61105 1.18625 3.52823
O 1.79790 -2.08264 0.67048
C 1.40911 -3.35582 0.28324
C 0.63760 -3.44980 -1.02205
C 0.30171 -4.71052 -1.51639
C -0.46098 -4.80083 -2.66497
C -0.86194 -3.63002 -3.29243
C -0.46656 -2.42084 -2.74369
N 0.27117 -2.32947 -1.63272
H 2.42397 -1.68287 0.01345
H 0.75493 -3.74694 1.07225
H 2.26318 -4.04834 0.21396
H 0.63231 -5.59898 -0.99027
H -0.74232 -5.76830 -3.06435
H -1.46635 -3.64358 -4.18946
H -0.75650 -1.47752 -3.19864
Cl 7.36406 -1.21715 -5.07233
C 6.11760 -1.02414 -3.84867
C 6.02386 -1.95588 -2.80764
C 5.05930 -1.81803 -1.84568
C 4.11187 -0.73584 -1.84706
O 3.23640 -0.62520 -0.94290
C 4.24472 0.19606 -2.93638
C 3.36633 1.35137 -3.10458
O 2.45937 1.71267 -2.38940
C 5.23989 0.02600 -3.90638
H 6.72134 -2.78431 -2.77143
H 4.98383 -2.53386 -1.03514
H 3.60268 1.94377 -4.01827
H 5.30657 0.74519 -4.71630
S -4.94259 5.19595 -3.35980
C -3.89554 3.89580 -3.17166
S -2.72361 3.43273 -4.36068
C -2.11364 2.13697 -3.31988
N -2.75408 2.08717 -2.19095
N -3.74986 3.05538 -2.13289
C -4.52128 3.05961 -0.92979
C -5.90508 3.16971 -0.98945
C -6.63723 3.13812 0.18598
C -5.99388 2.98283 1.40878
C -4.61550 2.85044 1.45135
C -3.86981 2.89015 0.28049
S -0.84338 1.13755 -3.85231
H -6.39048 3.29093 -1.94543
H -7.71631 3.22687 0.14448
H -6.57196 2.94817 2.32518
H -4.09085 2.68531 2.38128
H -2.79647 2.76011 0.33294